{"formula": "C44H40Cl3N8O4S3Zn", "method": "the ωB97M-V functional and the def2-TZVPD basis", "homo_ev": -8.9, "charge": 1, "homo_lumo_gap_ev": 4.7, "symbols": ["Zn", "O", "C", "O", "C", "C", "C", "C", "C", "C", "N", "C", "C", "C", "C", "C", "C", "N", "H", "H", "H", "H", "H", "H", "H", "H", "H", "H", "S", "C", "N", "N", "C", "C", "C", "C", "C", "C", "N", "N", "C", "C", "C", "C", "C", "C", "H", "H", "H", "H", "H", "H", "H", "H", "H", "H", "H", "C", "S", "C", "O", "H", "H", "H", "H", "H", "H", "Cl", "C", "C", "C", "C", "C", "C", "N", "C", "C", "N", "C", "O", "C", "C", "C", "Cl", "S", "C", "C", "C", "Cl", "C", "H", "H", "H", "H", "H", "H", "H", "H", "H", "H", "H", "H", "H"], "xyz": [[-0.820509, 0.408224, 1.007241], [-0.680837, 1.347600, 8.860201], [-0.699903, 0.375691, 7.923143], [-0.674220, -0.777884, 8.257243], [-0.767948, 0.805875, 6.499875], [-0.359682, 2.055488, 6.040896], [-0.414826, 2.384018, 4.699363], [-0.912667, 1.465051, 3.756348], [-1.320702, 0.199188, 4.236515], [-1.237300, -0.124609, 5.567710], [-1.010664, 1.696865, 2.418377], [-0.772350, 2.996169, 1.886657], [-1.298428, 2.822163, -0.541903], [-1.496238, 3.614828, -1.684506], [-1.042059, 3.167196, -2.902347], [-0.394195, 1.933400, -2.988921], [-0.269909, 1.193049, -1.840688], [-0.732697, 1.600807, -0.650490], [-0.776886, 2.217260, 8.461781], [0.051882, 2.786614, 6.729313], [-0.047923, 3.351325, 4.378316], [-1.708500, -0.508489, 3.510011], [-1.546808, -1.094961, 5.932906], [-1.074681, 3.758516, 2.614537], [-1.970699, 4.580371, -1.587130], [-1.155039, 3.777872, -3.788423], [0.004979, 1.567224, -3.923879], [0.197985, 0.214496, -1.846207], [1.663760, 0.826210, 1.468028], [1.573451, 2.583289, 1.408921], [2.764521, 3.278939, 1.186746], [3.703693, 2.567431, 0.823113], [5.003872, 3.034490, 0.618557], [5.990793, 2.100247, 0.309496], [7.282365, 2.532795, 0.081909], [7.584610, 3.886490, 0.153020], [6.595683, 4.814333, 0.464773], [5.302532, 4.397191, 0.700434], [0.575866, 3.373441, 1.526972], [-1.642127, 3.259653, 0.715895], [-2.669720, 4.238402, 0.913672], [-3.943269, 3.803410, 1.255860], [-4.950314, 4.721114, 1.510649], [-4.681248, 6.079963, 1.437909], [-3.401941, 6.514028, 1.123605], [-2.391935, 5.598578, 0.865415], [3.488136, 1.537637, 0.797046], [5.737453, 1.047170, 0.265825], [8.057523, 1.816983, -0.153047], [8.598175, 4.220042, -0.023795], [6.835714, 5.866826, 0.524379], [4.510218, 5.088337, 0.950256], [-4.113064, 2.744168, 1.353497], [-5.939713, 4.379633, 1.787952], [-5.463065, 6.799374, 1.641217], [-3.188836, 7.574515, 1.088478], [-1.386196, 5.930964, 0.637086], [-5.419632, -0.274822, 1.263114], [-4.163183, 0.022537, -0.007454], [-4.384176, -1.554916, -0.868999], [-2.847541, -0.110064, 0.700828], [-5.195621, -1.206552, 1.779330], [-6.391547, -0.317959, 0.772211], [-5.396515, 0.553931, 1.968234], [-5.404371, -1.631101, -1.241819], [-4.159111, -2.353362, -0.163467], [-3.682771, -1.568166, -1.699530], [2.447539, -9.691052, -4.501017], [2.025473, -8.174180, -3.797544], [0.994022, -7.422309, -4.338834], [0.657973, -6.215263, -3.751333], [1.335979, -5.740391, -2.634146], [0.920978, -4.435670, -1.988679], [-0.133298, -4.679998, -0.900205], [-0.156148, -3.582243, 0.049139], [0.496389, -3.546202, 1.258192], [0.358804, -2.277138, 1.729462], [-0.367398, -1.543665, 0.822377], [-0.658045, -2.356429, -0.174269], [0.336914, -3.537218, -2.908359], [1.281179, -2.976235, -3.808436], [0.604888, -2.483283, -5.055179], [-0.574364, -1.800362, -5.129632], [-1.564372, -1.275123, -3.835406], [-1.029195, -1.426542, -6.751066], [0.384106, -2.186430, -7.351579], [1.148667, -2.697096, -6.355797], [2.374230, -6.511789, -2.118394], [3.249695, -5.985201, -0.715032], [2.725584, -7.723550, -2.689878], [0.462539, -7.780557, -5.209320], [-0.141478, -5.614098, -4.166992], [1.792453, -3.969671, -1.516045], [0.083307, -5.602931, -0.367947], [-1.105528, -4.764981, -1.386136], [0.980051, -4.412631, 1.674955], [0.736117, -1.844215, 2.641191], [-1.203996, -2.091714, -1.064860], [2.013843, -3.735660, -4.096772], [1.823347, -2.159008, -3.313147], [0.564291, -2.216190, -8.413989], [2.080234, -3.220105, -6.522353], [3.533542, -8.309437, -2.275204]], "forces_ev_per_a": [[0.2, -0.2, 0.1], [0.1, 0.0, 0.3], [0.0, -0.1, -0.3], [0.0, 0.1, 0.1], [0.0, 0.0, 0.1], [-0.1, -0.1, 0.1], [0.0, 0.1, -0.1], [0.1, 0.0, 0.1], [0.1, 0.1, -0.1], [0.0, 0.1, 0.0], [-0.3, 0.5, -0.2], [-0.6, -0.6, 0.4], [0.1, 0.0, -0.1], [-0.1, 0.0, -0.1], [0.1, -0.1, 0.1], [0.1, 0.0, 0.0], [0.0, 0.0, 0.0], [-0.1, 0.6, 0.0], [-0.1, 0.0, -0.1], [0.0, 0.0, 0.0], [0.0, 0.0, 0.0], [-0.1, -0.1, 0.1], [0.0, 0.0, 0.0], [0.0, 0.0, -0.1], [0.0, 0.0, 0.0], [0.0, 0.0, 0.0], [-0.1, 0.0, 0.0], [0.0, 0.0, 0.0], [0.8, 0.3, -0.1], [-2.3, -1.6, 0.5], [1.2, 0.9, -0.5], [-0.1, 0.1, 0.5], [0.9, 0.5, -0.3], [-0.4, -0.1, 0.1], [0.1, 0.1, 0.0], [0.0, -0.1, 0.0], [0.0, 0.0, 0.0], [-0.3, -0.2, 0.1], [1.1, 0.6, -0.2], [0.2, 0.1, 0.0], [0.0, 0.0, 0.0], [0.1, 0.1, -0.1], [0.0, 0.0, 0.0], [0.0, 0.0, 0.0], [0.0, 0.1, 0.0], [0.0, 0.0, 0.0], [-0.2, -0.4, -0.1], [0.0, 0.0, 0.0], [0.0, 0.0, 0.0], [0.0, 0.0, 0.0], [0.0, 0.0, 0.0], [0.0, 0.1, 0.0], [0.0, -0.2, 0.0], [0.0, 0.0, 0.0], [0.0, 0.0, 0.0], [0.0, 0.0, 0.0], [0.0, 0.0, 0.0], [0.2, 0.1, -0.2], [-0.4, -0.4, 0.1], [0.1, 0.3, 0.2], [-0.3, -0.2, 0.0], [0.0, 0.0, 0.0], [0.0, 0.0, 0.0], [0.1, 0.0, -0.1], [0.0, 0.0, 0.0], [0.0, 0.0, 0.0], [0.0, 0.0, -0.1], [0.0, -0.1, 0.0], [0.0, 0.2, 0.1], [0.0, 0.0, -0.1], [0.0, 0.0, 0.0], [0.0, 0.1, 0.0], [0.0, -0.1, 0.2], [0.2, 0.1, -0.3], [-0.1, 0.0, 0.0], [0.1, 0.1, 0.1], [0.1, -0.1, 0.0], [-0.1, -0.2, 0.0], [0.0, 0.1, 0.0], [-0.1, -0.1, 0.0], [0.1, 0.1, -0.1], [-0.2, 0.0, 0.1], [0.2, -0.1, -0.4], [-0.2, 0.0, 0.1], [0.2, -0.1, 0.2], [-0.1, 0.1, -0.1], [0.1, -0.1, 0.1], [-0.2, -0.1, -0.2], [0.0, 0.0, 0.1], [0.1, -0.1, 0.0], [0.0, 0.0, 0.0], [0.0, 0.0, 0.0], [0.0, 0.0, 0.0], [0.0, 0.0, 0.1], [0.0, -0.1, 0.0], [0.0, 0.0, 0.0], [-0.1, 0.0, 0.0], [0.0, -0.1, 0.0], [0.0, 0.0, 0.0], [0.0, 0.0, 0.1], [0.0, 0.0, 0.0], [0.0, 0.0, 0.0], [0.0, 0.0, 0.0]]}